1.
Density functional theory data (ωB97M-V with the def2-TZVPD basis set) for a structure of composition C3H7ClI2Nb.

Its relative energy (zero: lowest compared OMol25 entry of this formula, charge and spin) is 0.430 eV. As for the LUMO energy: 2.53 eV. For the calculated total energy, the calculation gives -33496.39263 eV. The calculation puts the HOMO-LUMO gap at 0.280 hartree.

Structure (ORCA input):
```
! wB97M-V def2-TZVPD RIJCOSX def2/J DEFGRID3
* xyz -1 1
C -1.4017 2.1799 0.8648
C -0.5919 0.9236 0.6817
I -0.0964 0.0755 2.5557
C -0.1806 0.2767 -0.3916
I -0.7626 1.1665 -2.2456
Nb 1.0478 -1.6696 -0.5782
Cl -0.4516 -3.2270 0.4734
H -1.3574 2.8028 -0.0345
H -1.0133 2.7622 1.7058
H -2.4437 1.9293 1.1048
H 2.3409 -1.6160 0.7137
H 2.1477 -2.9818 -1.1737
H 0.5301 -2.0285 -2.2933
H 2.2325 -0.5935 -1.3831
*
```

Mulliken atomic charge list, values in e, 8 entries: C -1.21; C 0.04; I -0.02; C 0.02; I -0.11; Nb -0.48; Cl -0.49; H 0.36

2.
Density functional theory data (ωB97M-V with the def2-TZVPD basis set) for a structure of composition C3H7ClMg2NO.

As for the LUMO energy: -15.27 eV. For the calculated total energy, the calculation gives -30144.78929 eV. The calculation puts the HOMO-LUMO gap at 0.162 hartree.

Structure (ORCA input):
```
! wB97M-V def2-TZVPD RIJCOSX def2/J DEFGRID3
* xyz 3 1
Mg 5.9331 0.7945 0.3972
Mg 2.0262 2.3929 0.8935
Cl 3.4599 0.7418 -0.0339
C -0.1415 0.7898 -0.7424
O 0.5772 1.5220 -0.0738
N -0.8665 -0.1733 -0.2365
C -1.7413 -1.1550 -1.0271
C -0.8621 -0.3622 1.2869
H -0.1775 0.8914 -1.8381
H -1.1963 -2.0830 -0.8540
H -1.7725 -0.9435 -2.0959
H -2.7763 -1.1107 -0.6881
H 0.1494 -0.2929 1.6873
H -1.4492 0.3775 1.8311
H -1.1628 -1.3892 1.4940
*
```

Mulliken atomic charge list, values in e, 8 entries: Mg 1.53; Mg 1.38; Cl -0.37; C 0.25; O -0.56; N 0.05; C -0.84; C -0.85

3.
Density functional theory data (ωB97M-V with the def2-TZVPD basis set) for a structure of composition C3H7ClMgNO.

Its relative energy (zero: lowest compared OMol25 entry of this formula, charge and spin) is 2.720 eV. As for the LUMO energy: -8.22 eV. For the calculated total energy, the calculation gives -24722.07317 eV. The calculation puts the HOMO-LUMO gap at 0.125 hartree.

Structure (ORCA input):
```
! wB97M-V def2-TZVPD RIJCOSX def2/J DEFGRID3
* xyz 1 1
Mg 5.2777 -0.3072 -0.6106
Cl 3.5023 -1.7453 -0.3417
C 0.6374 0.7760 -0.0353
O 0.9224 1.9375 0.2003
N -0.5610 0.2045 0.1832
C -0.8373 -1.0790 -0.4506
C -1.6782 0.9563 0.7193
H 1.3595 0.1062 -0.5236
H -1.5761 -1.6353 0.1265
H 0.0568 -1.7015 -0.4088
H -1.1737 -0.9527 -1.4787
H -2.4889 1.1022 0.0034
H -2.0485 0.3865 1.5735
H -1.3924 1.9518 1.0432
*
```

Mulliken atomic charge list, values in e, 8 entries: Mg 1.25; Cl -0.27; C 0.46; O -0.62; N 0.05; C -0.84; C -0.91; H 0.04

4.
Density functional theory data (ωB97M-V with the def2-TZVPD basis set) for a cluster of 2 separate species, C3H7ClN2 in total.

Its relative energy (zero: lowest compared OMol25 entry of this formula, charge and spin) is 5.405 eV. As for the LUMO energy (spin up / spin down): 0.40 / 0.39 eV. For the calculated total energy, the calculation gives -18721.92784 eV. The calculation puts the HOMO-LUMO gap (spin up / spin down) at 0.280 / 0.286 hartree.

Structure (ORCA input):
```
! wB97M-V def2-TZVPD RIJCOSX def2/J DEFGRID3
* xyz 0 1
C 1.4513 -1.6055 -0.2322
C 1.2163 -0.3566 -0.6190
C 0.4099 0.5994 0.1376
N -2.3282 1.0099 -0.1994
N -1.4630 0.0550 -0.6077
Cl -1.7509 -1.3921 0.2458
H 2.0895 -2.3098 -0.8658
H 1.0632 -2.0367 0.6494
H 1.6623 -0.0961 -1.6396
H 0.1423 1.6846 -0.1842
H 0.2399 0.5218 1.2776
H -2.0961 1.9260 -0.6397
H -2.8994 0.8152 0.6508
*
```

Mulliken atomic charge list, values in e, 8 entries: C -0.69; C 0.17; C -0.61; N -0.39; N -0.11; Cl -0.12; H 0.19; H 0.30

5.
Density functional theory data (ωB97M-V with the def2-TZVPD basis set) for a cluster of 4 separate species, C3H7ClNO3S in total.

Its relative energy (zero: lowest compared OMol25 entry of this formula, charge and spin) is 2.207 eV. As for the LUMO energy (spin up / spin down): 3.25 / 3.25 eV. For the calculated total energy, the calculation gives -34214.39856 eV. The calculation puts the HOMO-LUMO gap (spin up / spin down) at 0.260 / 0.260 hartree.

Structure (ORCA input):
```
! wB97M-V def2-TZVPD RIJCOSX def2/J DEFGRID3
* xyz -1 1
C 1.8858 0.0631 -1.3342
C -0.2890 -2.9589 -0.7311
C 0.1904 -2.1051 0.1960
N -1.6824 3.9525 2.2970
O 1.1908 -1.0087 -1.2723
O 3.1059 2.2303 -0.7029
O 0.3055 -1.6838 1.2781
S 1.9390 1.3582 -0.2347
Cl -2.8473 -2.0103 -1.6687
H 2.6691 0.1754 -2.1486
H -1.5588 -2.3191 -1.1035
H -0.6914 -3.7555 -0.1381
H 0.1424 -3.0105 -1.6781
H -1.8495 2.9769 2.0019
H -1.7767 3.8999 3.2727
H -0.7338 4.1957 1.9664
*
```

Mulliken atomic charge list, values in e, 8 entries: C -0.05; C -1.11; C 0.82; N -0.68; O -0.54; O -0.66; O -0.42; S 0.15

6.
Density functional theory data (ωB97M-V with the def2-TZVPD basis set) for an isolated molecule of C3H7ClOS.

Its relative energy (zero: lowest compared OMol25 entry of this formula, charge and spin) is 0.899 eV. The SMILES is CC[C@@](O)(S)Cl. As for the LUMO energy: 0.60 eV. For the calculated total energy, the calculation gives -28628.87770 eV. The calculation puts the HOMO-LUMO gap at 0.378 hartree.

Structure (ORCA input):
```
! wB97M-V def2-TZVPD RIJCOSX def2/J DEFGRID3
* xyz 0 1
C -1.4304 -0.0702 0.0466
C -0.0256 -0.7229 0.3636
C 1.1759 -0.0089 -0.3410
O 1.1894 -0.1605 -1.6658
S 1.4589 1.8055 0.0919
Cl 2.8483 -0.7662 0.4474
H -2.0433 -0.8999 0.5327
H -1.7346 0.1508 -0.9250
H -1.4920 0.9464 0.6440
H 0.0417 -1.7426 0.0567
H 0.0852 -0.4847 1.4433
H 1.9174 0.1535 -2.1641
H 0.4607 2.0786 -0.7012
*
```

Mulliken atomic charge list, values in e, 8 entries: C -1.05; C -0.39; C 0.18; O -0.46; S -0.13; Cl -0.28; H 0.29; H 0.36

7.
Density functional theory data (ωB97M-V with the def2-TZVPD basis set) for an isolated molecule of C3H7ClOSi.

Its relative energy (zero: lowest compared OMol25 entry of this formula, charge and spin) is 3.848 eV. The SMILES is C/C(O)=C(/[SiH3])Cl. As for the LUMO energy: 0.52 eV. For the calculated total energy, the calculation gives -25670.29250 eV. The calculation puts the HOMO-LUMO gap at 0.335 hartree.

Structure (ORCA input):
```
! wB97M-V def2-TZVPD RIJCOSX def2/J DEFGRID3
* xyz 0 1
C -0.3205 -1.5117 1.6062
C -0.4296 -0.4664 0.4626
O -1.6835 -0.0247 0.2484
C 0.5137 0.0890 -0.3062
Si 0.5272 1.4924 -1.6102
Cl 2.1781 -0.4793 -0.0837
H -0.0531 -0.8887 2.4460
H 0.3523 -2.2700 1.2915
H -1.3514 -1.9381 1.8816
H -1.6906 0.9213 -0.1817
H -0.6979 1.7132 -2.4440
H 1.4700 0.7077 -2.3917
H 1.1851 2.6552 -0.9189
*
```

Mulliken atomic charge list, values in e, 8 entries: C -1.07; C 0.59; O -0.49; C -0.06; Si 0.38; Cl -0.25; H 0.29; H 0.37

8.
Density functional theory data (ωB97M-V with the def2-TZVPD basis set) for a structure of composition C3H7CoO3.

As for the LUMO energy (spin up / spin down): -4.48 / -8.46 eV. For the calculated total energy, the calculation gives -46980.09317 eV. The calculation puts the HOMO-LUMO gap (spin up / spin down) at 0.417 / 0.254 hartree.

Structure (ORCA input):
```
! wB97M-V def2-TZVPD RIJCOSX def2/J DEFGRID3
* xyz 1 6
O 0.4006 -1.2409 -1.7286
C 1.3054 -0.5846 -0.9045
C 0.8209 -0.5895 0.5428
O -0.5614 -0.1978 0.5668
C -0.9092 1.0939 1.0153
H 1.4691 0.4672 -1.2191
H 2.3031 -1.0645 -0.9113
H 1.3982 0.0839 1.1914
H 0.8267 -1.6170 0.9360
H -0.7242 1.1708 2.0932
H -0.3285 1.8562 0.4802
Co -1.3260 -0.9440 -1.1218
O -2.6790 0.3121 -1.1884
H -1.9959 1.2541 0.2480
*
```

Mulliken atomic charge list, values in e, 8 entries: O -0.44; C -0.10; C -0.38; O -0.29; C -0.61; H 0.33; H 0.37; H 0.42